Record 1
The following is a DFT calculation (the ωB97M-V functional and the def2-TZVPD basis) of a structure of composition C24H29BrCl2N3O5SZr.

Properties
Gap between HOMO and LUMO: 5.6 eV
Relative energy (zero: lowest compared OMol25 entry of this formula, charge and spin): 0.00 kcal/mol
Net charge: +3
E_LUMO: -8.9 eV

Each line ends with the natural charge from an NBO analysis.
Atoms and positions in Å:
Zr -0.1666 -0.1158 0.1680  2.05
C 3.2782 0.0809 3.5660  -0.42
N 2.1946 1.0777 3.5704  -0.30
C 2.2976 2.1571 4.5688  -0.43
C 1.2066 1.0070 2.7299  0.68
O 1.0909 0.0732 1.8735  -0.76
C 0.1086 2.0498 2.7247  -0.15
O -0.6375 1.8476 1.5098  -0.56
C -1.0270 3.0534 0.8321  -0.15
C -0.9110 2.7675 -0.6488  0.68
O -0.6941 1.5500 -0.9613  -0.75
N -1.0345 3.7112 -1.5296  -0.29
C -1.3011 5.1062 -1.1286  -0.43
C -0.9475 3.4385 -2.9732  -0.42
H 4.2243 0.6167 3.6011  0.24
H 3.2180 -0.5138 2.6611  0.24
H 3.1801 -0.5473 4.4501  0.24
H 2.9226 1.7959 5.3805  0.26
H 1.3197 2.3980 4.9792  0.22
H 2.7651 3.0340 4.1223  0.24
H 0.5189 3.0591 2.7511  0.24
H -0.5527 1.9190 3.5858  0.25
H -0.3746 3.8786 1.1211  0.24
H -2.0552 3.3159 1.0972  0.25
H -0.4973 5.4801 -0.4966  0.23
H -2.2649 5.1782 -0.6270  0.23
H -1.3340 5.7084 -2.0311  0.26
H -0.8117 2.3752 -3.1335  0.24
H -0.1031 3.9953 -3.3756  0.24
H -1.8695 3.7805 -3.4392  0.24
O -3.5855 -3.7123 -3.8864  -0.58
C -2.7981 -3.0152 -3.0934  0.43
C -1.4045 -3.1556 -3.0392  -0.31
C -0.6978 -2.3752 -2.1632  0.10
N -1.2782 -1.4720 -1.3358  -0.67
C -2.6109 -1.3531 -1.4236  0.18
Br -3.3983 -0.0496 -0.2909  0.20
C -3.4211 -2.0756 -2.2552  -0.31
H -3.1043 -4.3416 -4.4440  0.52
H -0.8829 -3.8576 -3.6751  0.26
H 0.3799 -2.4393 -2.1001  0.25
H -4.4920 -1.9396 -2.2826  0.28
C 7.5558 -3.1254 -7.3756  -0.73
C 6.5377 -2.6255 -6.3903  0.47
O 5.3569 -2.7951 -6.4713  -0.53
S 7.3206 -1.7939 -4.9812  0.25
C 5.9098 -1.3954 -4.0128  -0.11
C 5.8994 -1.7537 -2.6637  -0.21
C 4.8162 -1.4486 -1.8687  -0.14
C 3.7138 -0.7835 -2.4216  -0.16
C 3.7310 -0.4081 -3.7754  -0.14
C 4.8226 -0.7042 -4.5583  -0.19
C 2.5712 -0.5109 -1.6429  0.23
C 1.5577 -0.3139 -0.9771  -0.76
H 7.0504 -3.3219 -8.3170  0.26
H 7.9856 -4.0503 -6.9884  0.26
H 8.3618 -2.4057 -7.5127  0.25
H 6.7413 -2.2897 -2.2471  0.25
H 4.8076 -1.7384 -0.8267  0.22
H 2.8858 0.1173 -4.1993  0.22
H 4.8443 -0.4079 -5.5955  0.25
Cl 0.7071 -2.8226 0.9265  0.13
C -0.5229 -3.0197 2.1813  -0.35
Cl -1.5789 -1.5504 2.2115  0.06
H -0.0515 -3.1029 3.1533  0.26
H -1.1669 -3.8569 1.9380  0.27

=====

Record 2
The following is a DFT calculation (the ωB97M-V functional and the def2-TZVPD basis) of a structure of composition C52H38N3O2S2Sc.

Properties
Gap between HOMO and LUMO: 6.6 eV
Net charge: +2
E_LUMO: -5.3 eV

Each line ends with the natural charge from an NBO analysis.
Atoms and positions in Å:
Sc 0.7531 -1.1807 1.4500  2.03
C -2.0782 -4.5988 1.2884  -0.23
C -2.0710 -3.1477 0.9675  -0.05
N -1.2161 -2.2310 1.8548  -0.55
C -1.0498 -2.7739 3.2137  0.07
C -1.6343 -3.9765 3.6034  -0.10
C -2.0065 -4.9552 2.5642  -0.15
C -1.6434 -4.3275 4.9496  -0.20
C -1.0806 -3.4690 5.8725  -0.17
C -0.3538 -2.3610 5.4536  -0.26
C -0.2185 -2.0588 4.0947  0.24
N 0.7472 -1.2383 3.4867  -0.84
C 1.9606 -0.8677 4.0854  0.14
C 2.1962 -0.5380 5.3967  -0.22
C 3.4950 -0.2595 5.8818  -0.16
C 4.5794 -0.2925 5.0625  -0.20
C 4.3881 -0.5873 3.6919  -0.10
C 5.4638 -0.6661 2.7831  -0.05
C 5.2464 -1.0184 1.4781  -0.28
C 3.9374 -1.2575 1.0690  0.11
N 2.8960 -1.1522 1.8737  -0.62
C 3.0933 -0.8408 3.2040  0.22
H -2.2365 -5.3097 0.4866  0.24
H -1.8315 -2.9424 -0.0738  0.23
H -2.1055 -5.9902 2.8718  0.24
H -2.0831 -5.2695 5.2538  0.23
H -1.1381 -3.6909 6.9304  0.23
H 0.1331 -1.7658 6.2035  0.22
H 1.3822 -0.4508 6.0952  0.22
H 3.6151 -0.0232 6.9311  0.24
H 5.5778 -0.0942 5.4318  0.23
H 6.4652 -0.4585 3.1414  0.24
H 6.0566 -1.1177 0.7696  0.24
H 3.7310 -1.5513 0.0474  0.20
C 0.2172 -1.4940 -7.3478  -0.65
C 0.1779 -1.2465 -5.8645  0.06
C 1.1228 -1.8359 -5.0190  -0.20
C 1.0907 -1.6354 -3.6521  -0.20
C 0.0855 -0.8367 -3.1223  -0.23
C -0.8870 -0.2590 -3.9310  -0.21
C -0.8231 -0.4564 -5.3016  -0.20
S -0.0330 -0.3892 -1.4269  1.27
O 0.5779 -1.5411 -0.5662  -1.03
C 1.1859 0.8975 -1.3237  -0.27
C 2.5511 0.5553 -1.4356  -0.23
C 3.4941 1.5117 -1.2336  -0.14
C 3.1226 2.8331 -0.8828  -0.07
C 4.1026 3.8262 -0.6422  -0.17
C 3.7362 5.0918 -0.2939  -0.17
C 2.3695 5.4261 -0.1607  -0.18
C 1.4005 4.4949 -0.3967  -0.20
C 1.7493 3.1705 -0.7745  0.02
C 0.7612 2.1669 -1.0232  0.01
C -0.6864 2.5922 -1.0126  -0.02
C -1.1278 3.3969 -2.1200  0.02
C -0.3086 3.6025 -3.2616  -0.21
C -0.7572 4.3508 -4.3116  -0.18
C -2.0374 4.9468 -4.2791  -0.18
C -2.8478 4.7680 -3.1976  -0.17
C -2.4184 3.9843 -2.0999  -0.08
C -3.2579 3.7890 -0.9744  -0.14
C -2.8642 2.9864 0.0445  -0.25
C -1.5951 2.3531 -0.0086  -0.28
S -1.3805 1.2702 1.3758  1.33
O 0.0390 0.6684 1.3177  -1.04
C -2.4035 -0.1083 0.9046  -0.24
C -2.4212 -1.2463 1.8912  -0.09
C -3.3517 -2.3831 1.4109  -0.24
C -4.3618 -2.1531 0.3374  0.14
C -5.4062 -3.2040 0.1294  -0.66
C -4.2406 -1.0673 -0.4327  -0.30
C -3.2412 -0.0563 -0.1378  -0.11
H 1.2248 -1.7313 -7.6857  0.23
H -0.1432 -0.6291 -7.9034  0.23
H -0.4248 -2.3399 -7.6044  0.24
H 1.8976 -2.4634 -5.4441  0.23
H 1.8178 -2.1176 -3.0109  0.23
H -1.6736 0.3519 -3.4980  0.23
H -1.5686 -0.0004 -5.9426  0.23
H 2.8306 -0.4543 -1.7041  0.23
H 4.5469 1.2733 -1.3361  0.23
H 5.1494 3.5633 -0.7394  0.23
H 4.4915 5.8463 -0.1153  0.24
H 2.0921 6.4310 0.1314  0.24
H 0.3573 4.7645 -0.2920  0.22
H 0.6766 3.1564 -3.3058  0.22
H -0.1238 4.4927 -5.1778  0.23
H -2.3723 5.5454 -5.1165  0.24
H -3.8318 5.2208 -3.1636  0.23
H -4.2224 4.2819 -0.9388  0.24
H -3.5132 2.8245 0.9004  0.24
H -2.5646 -0.8853 2.9093  0.24
H -3.7903 -2.9027 2.2597  0.25
H -5.7695 -3.5897 1.0831  0.24
H -4.9831 -4.0542 -0.4159  0.24
H -6.2487 -2.8247 -0.4465  0.24
H -4.9284 -0.8798 -1.2491  0.24
H -3.2302 0.8130 -0.7856  0.24

=====

Question: The lowest net charge belongs to which entry?
Answer: C52H38N3O2S2Sc

=====

Question: Which value of net charge does entry 1 give?
Answer: +3

=====

Question: Which of these has the highest gap between HOMO and LUMO?
Answer: C52H38N3O2S2Sc

=====

Question: Which formula does entry 2 have?
Answer: C52H38N3O2S2Sc